# 1
DFT (ωB97M-V with the def2-TZVPD basis set) results for a structure of composition C49H41CdN2O2P2S3Te.

Atoms and positions in Å:
1 Cd -0.2509 1.1415 0.4164
2 S 0.0066 -0.7644 2.7899
3 P -0.8850 -1.5645 1.1739
4 C -1.7342 -0.4903 0.1602
5 P -3.2014 0.2520 0.6479
6 S -3.0802 2.2058 1.0220
7 C -4.4401 0.0098 -0.6729
8 C -4.0842 -0.6003 -1.8680
9 C -5.0222 -0.7485 -2.8844
10 C -6.3199 -0.2984 -2.7034
11 C -6.6798 0.3124 -1.5065
12 C -5.7425 0.4729 -0.5018
13 C -3.9719 -0.5957 2.0691
14 C -3.6021 -0.2033 3.3524
15 C -4.0782 -0.8912 4.4569
16 C -4.9278 -1.9754 4.2903
17 C -5.3005 -2.3716 3.0141
18 C -4.8237 -1.6852 1.9077
19 C -1.8557 -3.0372 1.6502
20 C -2.6715 -3.6482 0.6990
21 C -3.4003 -4.7796 1.0237
22 C -3.3359 -5.3019 2.3090
23 C -2.5429 -4.6866 3.2646
24 C -1.8020 -3.5591 2.9359
25 C 0.4078 -2.2876 0.0982
26 C 1.7329 -2.3802 0.4968
27 C 2.6928 -2.8917 -0.3683
28 C 2.3305 -3.3312 -1.6293
29 C 1.0012 -3.2572 -2.0315
30 C 0.0495 -2.7288 -1.1767
31 H -3.0615 -0.9396 -1.9905
32 H -4.7317 -1.2134 -3.8189
33 H -7.0518 -0.4155 -3.4935
34 H -7.6914 0.6717 -1.3618
35 H -6.0151 0.9692 0.4230
36 H -2.9355 0.6407 3.4732
37 H -3.7780 -0.5822 5.4506
38 H -5.2945 -2.5160 5.1548
39 H -5.9537 -3.2246 2.8763
40 H -5.1097 -2.0059 0.9134
41 H -2.7526 -3.2140 -0.2901
42 H -4.0308 -5.2472 0.2769
43 H -3.9125 -6.1825 2.5665
44 H -2.5031 -5.0801 4.2731
45 H -1.1839 -3.0653 3.6751
46 H 2.0114 -2.0250 1.4813
47 H 3.7295 -2.9228 -0.0571
48 H 3.0801 -3.7129 -2.3119
49 H 0.7162 -3.5830 -3.0245
50 H -0.9774 -2.6223 -1.5046
51 C 6.0246 0.3640 5.0814
52 C 5.3498 0.7372 3.7909
53 C 5.9415 1.6381 2.9119
54 C 5.3039 2.0119 1.7378
55 C 4.0653 1.4742 1.4363
56 C 3.4579 0.5714 2.2964
57 C 4.1017 0.2085 3.4660
58 S 3.2424 1.9013 -0.0840
59 O 3.1851 0.7085 -0.8950
60 O 3.9538 3.0386 -0.6299
61 N 1.7403 2.2416 0.3341
62 C 1.4322 3.2946 1.1552
63 C 2.2594 4.3496 1.5723
64 C 1.7215 5.2899 2.4285
65 C 0.3967 5.2005 2.8431
66 C -0.3580 4.1449 2.3627
67 N 0.1502 3.2291 1.5521
68 H 7.1048 0.4937 5.0143
69 H 5.8178 -0.6726 5.3475
70 H 5.6643 0.9912 5.9002
71 H 6.9135 2.0558 3.1492
72 H 5.7556 2.7177 1.0528
73 H 2.4827 0.1576 2.0625
74 H 3.6209 -0.4956 4.1353
75 H 3.2734 4.4246 1.2120
76 H 2.3416 6.1108 2.7691
77 H -0.0391 5.9293 3.5115
78 H -1.4025 4.0076 2.6205
79 Te 0.1584 0.2907 -2.9922
80 C 1.7307 -0.5012 -4.1751
81 C 1.4408 -1.1323 -5.3802
82 C 2.4587 -1.6855 -6.1448
83 C 3.7732 -1.6064 -5.7086
84 C 4.0639 -0.9787 -4.5055
85 C 3.0473 -0.4337 -3.7334
86 C 0.4492 2.2863 -3.6376
87 C -0.5215 2.9448 -4.3837
88 C -0.3399 4.2730 -4.7456
89 C 0.8131 4.9457 -4.3670
90 C 1.7822 4.2903 -3.6199
91 C 1.5985 2.9668 -3.2495
92 H 0.4146 -1.1894 -5.7224
93 H 2.2240 -2.1762 -7.0817
94 H 4.5691 -2.0365 -6.3043
95 H 5.0877 -0.9204 -4.1562
96 H 3.2725 0.0248 -2.7779
97 H -1.4221 2.4211 -4.6791
98 H -1.1031 4.7820 -5.3214
99 H 0.9524 5.9827 -4.6467
100 H 2.6781 4.8097 -3.3037
101 H 2.3484 2.4725 -2.6446

Summary:
Frontier orbital gap, eV: 6.794
HOMO level, eV: -4.5
Charge: -1
Energy above the lowest of the compared OMol25 structures with the same formula, charge and spin, kcal per mole: 0.00
2S+1: 1

***

# 2
DFT (ωB97M-V with the def2-TZVPD basis set) results for a structure of composition C26H15AsF3N2O7Pd.

Atoms and positions in Å:
1 Pd 0.6357 -0.1774 0.7061
2 O -1.4814 0.2778 4.1625
3 C -1.0856 0.5350 3.0341
4 O 0.1191 0.2695 2.6424
5 C -2.0604 1.2411 2.0921
6 C -3.0935 1.8939 2.7314
7 C -4.0757 2.5810 2.0300
8 C -4.0665 2.6043 0.6478
9 C -3.0732 1.9197 -0.0005
10 C -1.9961 1.2433 0.6598
11 O -1.0871 0.7085 -0.0629
12 N -3.1359 1.9257 -1.4633
13 O -3.4228 2.9787 -2.0086
14 O -2.9403 0.8838 -2.0570
15 N -5.1320 3.2714 2.7413
16 O -5.1077 3.2662 3.9601
17 O -5.9874 3.8459 2.0834
18 H -3.1285 1.8534 3.8101
19 H -4.8237 3.1352 0.0905
20 C -1.2199 -6.4488 -3.5369
21 C -0.4219 -6.3845 -2.4031
22 C -0.1440 -5.1596 -1.8109
23 C -0.6590 -3.9857 -2.3511
24 C -1.4489 -4.0567 -3.4950
25 C -1.7358 -5.2819 -4.0815
26 As -0.3680 -2.1928 -1.5923
27 C -1.6602 -2.3377 -0.1364
28 C -3.0012 -1.9999 -0.1965
29 C -3.7562 -1.9993 0.9696
30 C -3.1661 -2.3124 2.1888
31 C -1.8247 -2.6550 2.2516
32 C -1.0691 -2.6836 1.0840
33 C 0.3832 -2.9608 1.0109
34 C 1.1919 -3.3972 2.0555
35 C 2.5528 -3.5606 1.8463
36 C 3.1223 -3.2781 0.6086
37 C 2.3257 -2.8383 -0.4387
38 C 0.9553 -2.6922 -0.2471
39 H -1.4368 -7.4051 -3.9956
40 H -0.0153 -7.2917 -1.9736
41 H 0.4738 -5.1237 -0.9217
42 H -1.8444 -3.1467 -3.9330
43 H -2.3571 -5.3225 -4.9673
44 H -3.4452 -1.6851 -1.1310
45 H -4.7992 -1.7105 0.9346
46 H -3.7442 -2.2517 3.1012
47 H -1.3644 -2.8468 3.2122
48 H 0.7650 -3.5931 3.0305
49 H 3.1816 -3.8925 2.6625
50 H 4.1903 -3.3814 0.4686
51 H 2.7687 -2.5953 -1.3970
52 F 2.5184 0.4510 -1.4135
53 C 2.3185 0.7796 -0.1002
54 F 2.2452 2.1283 -0.0672
55 F 3.4878 0.4577 0.5269

Summary:
Frontier orbital gap (alpha / beta), eV: 8.058 / 7.201
HOMO level (alpha / beta), eV: -5.7 / -5.8
Charge: -1
Energy above the lowest of the compared OMol25 structures with the same formula, charge and spin, kcal per mole: 0.00
2S+1: 3

***

# 3
DFT (ωB97M-V with the def2-TZVPD basis set) results for a structure of composition C5H9NO at a distorted geometry.

Atoms and positions in Å:
1 C 0.6433 0.7090 1.9915
2 C 0.0080 -0.6538 -0.8565
3 C 1.0788 -1.3484 -1.2071
4 C -1.3562 -0.9130 -0.2633
5 O -1.7220 0.4622 -0.5827
6 C -0.4736 0.7170 -1.1242
7 N 0.0256 1.7411 -1.6511
8 H -0.4069 1.0418 1.8062
9 H 0.8620 1.0168 3.0190
10 H 1.4045 1.1441 1.3310
11 H 1.8857 -0.8672 -1.7555
12 H 0.9147 -0.4186 1.9035
13 H 1.1788 -2.4029 -0.9582
14 H -1.4120 -1.1064 0.8109
15 H -1.9832 -1.6285 -0.8045
16 H -0.6476 2.5068 -1.6589

Summary:
Frontier orbital gap, eV: 10.344
HOMO level, eV: -9.8
Energy above the lowest of the compared OMol25 structures with the same formula, charge and spin, kcal per mole: 62.13
2S+1: 1

***

# 4
DFT (ωB97M-V with the def2-TZVPD basis set) results for the molecule C6H10O.

Atoms and positions in Å:
1 C -2.0471 -0.3152 0.5662
2 C -1.0560 0.0884 -0.5158
3 C 0.1088 -0.9256 -0.7138
4 C 1.0203 0.0524 0.0210
5 C 2.4690 0.1200 0.1696
6 O 1.6304 -0.2846 1.2493
7 C -0.0266 1.1579 -0.0469
8 H -1.5217 -0.5798 1.4924
9 H -2.7354 0.5069 0.7939
10 H -2.6428 -1.1823 0.2577
11 H -1.5867 0.3466 -1.4386
12 H -0.0019 -1.8993 -0.2251
13 H 0.3831 -1.0736 -1.7642
14 H 3.0999 -0.6659 -0.2443
15 H 2.9477 1.0929 0.2862
16 H 0.1961 1.9192 -0.8009
17 H -0.2370 1.6419 0.9132

Summary:
Frontier orbital gap, eV: 11.067
HOMO level, eV: -10.0
Energy above the lowest of the compared OMol25 structures with the same formula, charge and spin, kcal per mole: 32.40
2S+1: 1

***

# 5
DFT (ωB97M-V with the def2-TZVPD basis set) results for the molecule C7H8O at a distorted geometry.

Atoms and positions in Å:
1 O -0.0616 2.9776 0.9686
2 C -0.9154 1.8967 0.7473
3 C -1.0480 1.3373 -0.5729
4 C -0.8467 0.5470 -1.5013
5 C -0.3412 -0.7814 -1.7913
6 C 0.6758 -0.9356 -0.5206
7 C 0.0721 -0.6188 0.8310
8 C -0.4187 0.5681 1.3072
9 H 0.5343 3.0280 0.1396
10 H -1.9090 2.1941 1.1764
11 H -1.0371 -1.5873 -1.7123
12 H 0.1513 -0.8235 -2.7503
13 H 1.0467 -1.9388 -0.6687
14 H 1.4423 -0.1562 -0.6387
15 H 0.0677 -1.2858 1.7406
16 H -0.8513 0.3832 2.3223

Summary:
Frontier orbital gap, eV: 9.592
HOMO level, eV: -8.9
Energy above the lowest of the compared OMol25 structures with the same formula, charge and spin, kcal per mole: 109.47
2S+1: 1

***

# 6
DFT (ωB97M-V with the def2-TZVPD basis set) results for a cluster of 2 separate species, C10H16 in total at a distorted geometry.

Atoms and positions in Å:
1 C -0.8209 0.3240 2.2698
2 C -1.5855 -0.5457 1.2910
3 C -1.9518 -1.8367 1.6397
4 C -2.5881 -2.6545 0.7515
5 C -3.1087 -2.1627 -0.4303
6 C -2.6492 -0.8974 -0.8350
7 C -1.8588 -0.0999 0.0075
8 H 0.2536 0.3211 2.1413
9 H -1.0247 -0.0017 3.2973
10 H -1.2968 1.3050 2.2815
11 H -1.6325 -2.2423 2.5934
12 H -2.8587 -3.6414 1.1242
13 H -3.7162 -2.7104 -1.1310
14 H -2.6640 -0.6300 -1.8858
15 H -1.4095 0.7322 -0.5183
16 C 1.4797 1.7881 -0.8913
17 C 2.8939 1.8175 -1.4687
18 C 3.6191 0.4735 -1.1740
19 H 1.0044 2.7799 -0.9067
20 H 1.5860 1.6140 0.1841
21 H 0.7888 1.1612 -1.4509
22 H 2.8114 1.9895 -2.5457
23 H 3.4130 2.6621 -1.0175
24 H 2.8907 -0.1978 -0.7228
25 H 3.9667 0.0112 -2.0857
26 H 4.4580 0.6411 -0.5177

Summary:
Frontier orbital gap, eV: 10.045
HOMO level, eV: -9.0
Energy above the lowest of the compared OMol25 structures with the same formula, charge and spin, kcal per mole: 19.97
2S+1: 1

***

# 7
DFT (ωB97M-V with the def2-TZVPD basis set) results for a cluster of 2 separate species, C2H7S2 in total.

Atoms and positions in Å:
1 C -0.4534 -0.5852 -1.4214
2 S -1.8629 -0.2656 -2.5389
3 H 0.3786 0.1018 -1.5336
4 H -0.8280 -0.4736 -0.4024
5 H -0.1351 -1.6170 -1.5171
6 H -2.7003 0.3376 -1.7050
7 C 1.1734 0.6074 1.7919
8 S 0.1631 -0.8697 2.0987
9 H 2.0947 0.3453 1.2566
10 H 0.6055 1.3656 1.2530
11 H 1.5646 1.0534 2.7182

Summary:
Frontier orbital gap, eV: 5.475
HOMO level, eV: -2.3
Charge: -1
Energy above the lowest of the compared OMol25 structures with the same formula, charge and spin, kcal per mole: 17.61
2S+1: 1

***

- Which value of 2S+1 does entry 6 give?
  1